Computed, not measured: a molecular structure, C39H70F3N10O9SV, with ωB97M-V/def2-TZVPD.

XYZ file:
```
133
Properties=species:S:1:pos:R:3:forces:R:3
V 1.700 14.008 18.153 -1.0 -1.8 -1.5
S 0.979 15.715 16.071 2.9 0.7 1.1
F -0.940 15.738 14.342 0.1 0.2 -0.8
F -1.127 17.289 15.835 0.1 1.0 -0.1
F -1.604 15.278 16.310 -0.2 -0.5 0.6
O -1.458 12.591 19.986 0.4 0.3 -0.5
O 4.051 11.146 16.947 -1.0 -0.2 -0.5
O 1.217 14.277 16.143 -0.7 -1.9 -1.0
O 2.082 11.916 17.569 -1.1 -0.9 0.7
O 3.549 13.247 16.979 0.6 1.2 0.0
O 0.700 12.861 19.853 1.5 -0.4 0.9
O 1.241 16.029 17.505 -1.0 0.9 1.0
O 1.871 16.428 15.201 -1.5 0.0 -0.3
O -0.468 13.780 18.438 -0.6 1.1 -1.5
N -2.578 21.637 16.620 -0.1 -0.3 0.0
N 6.371 17.116 13.601 -0.2 0.6 1.3
N -0.484 13.040 19.451 0.6 0.1 0.4
N -4.925 16.925 12.768 0.3 -0.2 -0.2
N -3.591 17.317 20.098 -0.5 -0.2 -0.9
N 0.730 11.894 14.072 0.8 -1.0 -0.1
N 3.242 12.022 17.093 0.7 1.5 1.4
N -4.700 13.774 12.794 0.5 0.7 0.7
N 3.084 14.913 19.558 0.8 -0.5 0.3
N 2.692 16.356 9.571 -0.1 0.3 0.1
C 7.276 16.905 12.503 1.3 -0.3 0.4
C 6.496 14.997 14.972 -0.6 1.1 -0.8
C 4.575 18.669 14.549 0.2 0.1 0.3
C 3.929 12.543 20.107 0.0 0.2 0.5
C 8.342 17.994 12.309 -1.3 0.6 0.1
C -1.749 22.506 15.979 0.0 0.3 -0.4
C -1.237 12.166 15.035 0.7 0.8 -0.6
C 3.296 16.624 10.773 -0.3 0.6 -0.1
C -1.250 17.874 19.381 -0.6 -0.6 -0.8
C 2.304 16.815 11.703 0.3 -1.8 0.4
C 0.679 10.968 15.096 0.1 1.2 -0.2
C -4.491 16.925 21.167 0.2 -0.6 0.6
C -5.942 13.778 13.382 0.1 -0.2 -0.2
C -0.810 16.047 15.611 0.5 -0.8 0.3
C 3.504 13.927 20.606 -0.9 -0.6 0.4
C -4.394 14.184 14.943 0.1 0.6 0.9
C -3.958 17.851 13.036 -0.6 1.2 0.4
C -3.750 14.117 13.752 -0.5 -0.9 -1.1
C 2.467 16.064 20.263 0.0 1.0 0.8
C 5.663 15.909 14.018 0.9 -0.6 0.1
C -5.173 16.165 18.456 0.2 0.7 -0.2
C 1.087 16.466 11.074 -0.6 1.2 -0.3
C -5.433 18.727 11.595 -0.6 0.5 -0.5
C -2.501 20.410 16.026 -0.1 -0.3 -0.7
C -4.314 19.015 12.383 0.9 -0.5 0.5
C -2.199 17.417 20.482 0.2 1.6 0.6
C -5.816 17.438 11.862 0.4 -0.3 0.1
C 1.046 15.863 20.787 0.8 0.1 0.5
C 1.319 16.325 9.726 0.7 -0.6 0.5
C -0.481 11.238 15.764 -0.9 -1.4 0.3
C 4.209 16.301 17.763 0.6 0.9 -0.1
C -4.299 17.698 22.457 -0.8 -0.2 0.0
C -5.787 14.021 14.727 0.0 -0.2 -0.7
C -1.155 21.835 14.932 0.3 0.8 0.8
C -1.608 20.507 14.984 0.1 -0.3 -0.4
C -0.411 12.614 14.008 -1.0 -0.2 0.3
C 5.499 18.291 13.390 0.3 -0.7 -0.2
C 4.356 15.332 18.917 1.3 0.7 -0.9
C -3.747 16.449 18.933 0.1 -0.6 -0.4
H -6.819 13.618 12.779 -0.1 -0.1 0.1
H -3.886 14.359 15.879 -0.2 0.1 0.1
H 3.198 16.266 8.711 -0.1 0.0 -0.1
H 8.813 18.333 13.232 0.2 -0.5 0.1
H 6.188 19.126 13.269 -0.2 0.1 -0.4
H -2.267 12.404 15.236 0.1 0.4 0.0
H 7.845 16.000 12.735 -0.3 -0.2 -0.1
H -1.144 17.140 18.576 0.3 -0.2 0.3
H -0.413 22.283 14.292 -0.1 -0.2 -0.2
H 0.865 16.690 21.478 -0.3 0.3 -0.5
H 4.983 18.046 12.451 -0.4 0.9 0.0
H -3.231 19.637 16.207 0.2 -0.1 0.4
H 4.767 16.171 14.574 -0.2 0.1 -0.4
H 4.979 14.518 18.540 -0.9 -0.6 0.0
H 4.250 14.351 21.283 0.2 0.4 -0.5
H -3.237 15.496 19.159 -0.1 -0.2 -0.2
H 2.407 16.796 12.776 0.3 0.5 0.0
H 7.474 14.812 14.531 0.0 -0.3 0.2
H -5.703 15.490 19.122 -0.2 0.1 -0.1
H -3.238 16.850 18.054 0.2 0.3 0.3
H -1.689 23.548 16.245 0.1 -0.1 0.2
H 5.190 16.642 17.418 0.2 -0.5 0.1
H -4.946 15.975 13.102 0.0 0.2 0.1
H -6.594 16.801 11.477 -0.1 0.2 -0.1
H 3.637 18.126 14.654 0.2 -0.3 -0.1
H 4.562 12.131 20.894 -0.1 -0.2 0.0
H 4.526 12.516 19.199 -0.1 0.2 0.0
H -4.397 18.757 22.215 0.4 0.1 0.5
H 6.799 16.754 11.520 -0.4 -0.1 0.1
H 0.940 15.021 21.473 0.0 -0.4 -0.5
H -2.717 14.222 13.477 0.1 -0.1 0.1
H 3.041 11.918 20.026 0.2 -0.2 -0.3
H -5.865 19.429 10.899 -0.3 -0.2 0.1
H 5.427 15.328 13.116 -0.5 -0.1 0.1
H -5.115 17.405 23.123 -0.1 0.2 -0.1
H -1.279 19.760 14.279 -0.3 -0.2 0.1
H 2.490 16.984 19.678 -0.2 -0.4 -0.7
H -5.162 15.790 17.430 0.2 -0.6 0.2
H 0.347 15.866 19.956 -0.3 -0.1 0.3
H 0.671 16.155 8.885 -0.1 -0.1 0.0
H -0.902 10.709 16.607 0.3 -0.1 0.0
H -2.151 18.275 21.164 -0.1 -0.3 0.4
H -4.481 13.700 11.818 -0.2 0.0 -0.1
H -3.118 21.796 17.450 0.0 0.3 0.0
H 5.932 14.081 15.143 0.2 -0.1 0.1
H -0.279 18.078 19.825 0.1 0.1 -0.2
H 3.789 17.266 18.054 -0.6 -0.3 -0.1
H -3.415 17.395 23.017 0.3 0.5 -0.3
H 3.728 15.878 16.886 -0.2 0.1 0.1
H -1.640 18.751 18.859 0.1 0.2 0.3
H 5.163 18.590 15.469 -0.1 -0.2 0.1
H 7.808 18.885 11.964 0.4 0.0 -0.4
H -5.530 17.033 20.856 0.1 0.2 -0.3
H -3.184 17.803 13.786 -0.1 -0.6 0.0
H 4.360 16.747 10.868 0.0 -0.2 -0.2
H -5.707 17.108 18.300 -0.2 0.0 0.6
H -6.594 14.081 15.437 0.1 0.0 0.1
H 2.635 13.778 21.251 0.0 -0.1 -0.1
H 1.488 11.945 13.415 0.0 0.2 0.0
H 5.075 15.738 19.641 -0.7 0.4 0.5
H -3.840 19.965 12.576 0.1 0.0 -0.4
H -0.545 13.354 13.237 0.0 0.0 0.0
H -1.782 16.566 21.039 -0.2 -0.4 -0.2
H 4.281 19.720 14.525 0.1 0.0 -0.4
H 6.613 15.545 15.907 0.2 -0.2 0.1
H 0.143 16.519 11.596 -0.2 -0.2 -0.3
H -4.411 15.858 21.448 0.3 -0.2 -0.3
H 9.062 17.661 11.566 0.1 0.2 0.0
H 3.118 16.366 21.093 0.1 -0.5 0.1
H 1.482 10.273 15.269 0.0 0.1 0.1
```
Forces are in eV/Å.

Results
* spin multiplicity: 3
* HOMO level (alpha / beta): -7.909 / -7.909 eV
* energy relative to the best compared isomer or geometry (same formula, charge and spin): 249.4 kJ/mol